No. 1
Density functional theory data (ωB97M-V/def2-TZVPD) for 2 unconnected molecules or ions with the total composition H3O6 at a distorted geometry.

Calculated values
Energy above the lowest of the compared OMol25 structures with the same formula, charge and spin ... 21.0 kcal/mol
HOMO energy (spin up / spin down) ... -15.4 / -16.5 eV
Strongest force on any atom ... 3.70 eV Å⁻¹
Charge ... +1

Last columns: bonded neighbours and bond lengths (Å).
Positions of all 9 atoms, in Å:
1 O 2.5148 -0.1666 0.5208  O4 1.379, H7 1.089
2 O -1.0208 1.1892 -0.4067  O6 1.336, H8 1.018
3 O -2.0224 -0.6992 0.1720  O6 1.335, H9 1.070
4 O 1.6494 0.0548 -0.5292  O1 1.379, O5 1.273
5 O 0.6456 -0.7286 -0.5326  O4 1.273
6 O -0.9150 0.0403 0.2660  O2 1.336, O3 1.335
7 H 3.3588 0.5097 0.3913  O1 1.089
8 H -1.9162 1.1162 -0.8852  O2 1.018
9 H -2.2941 -1.3159 1.0037  O3 1.070

Results of the natural (NBO) charge analysis, in e, for atoms 1 through 8:
1. O -0.3529
2. O -0.2816
3. O -0.3731
4. O 0.2065
5. O -0.0293
6. O 0.2285
7. H 0.5269
8. H 0.5128

=====

No. 2
Density functional theory data (ωB97M-V/def2-TZVPD) for 2 unconnected molecules or ions with the total composition H3OP at a distorted geometry.

Calculated values
Energy above the lowest of the compared OMol25 structures with the same formula, charge and spin ... 86.3 kcal/mol
HOMO energy (spin up / spin down) ... -11.2 / -9.3 eV
Strongest force on any atom ... 1.27 eV Å⁻¹

Last columns: bonded neighbours and bond lengths (Å).
Positions of all 5 atoms, in Å:
1 O 1.8351 0.2526 0.1007  P2 1.493
2 P 0.4210 -0.2256 0.0654  O1 1.493, H3 1.366, H5 1.431
3 H 0.2055 -1.4324 0.6682  P2 1.366
4 H -2.2497 2.0233 0.3222  no bonds
5 H -0.2119 -0.6179 -1.1565  P2 1.431

Want to see where the charge sits? The natural (NBO) charges in e are:
1. O -0.9242
2. P 1.1034
3. H -0.0935
4. H -0.0046
5. H -0.0812

=====

No. 3
Density functional theory data (ωB97M-V/def2-TZVPD) for 2 unconnected molecules or ions with the total composition H3OPS at a distorted geometry.

Calculated values
Energy above the lowest of the compared OMol25 structures with the same formula, charge and spin ... 47.0 kcal/mol
HOMO energy ... -8.7 eV
Strongest force on any atom ... 3.10 eV Å⁻¹

Last columns: bonded neighbours and bond lengths (Å).
Positions of all 6 atoms, in Å:
1 O -1.4970 0.7230 0.8510  P2 1.649, H4 0.958
2 P -0.6314 0.6498 -0.5507  O1 1.649, S3 2.129
3 S 1.3315 0.7886 0.2610  P2 2.129, H6 1.345
4 H -2.0595 -0.0499 0.7887  O1 0.958
5 H -0.8797 -1.4586 -0.5526  no bonds
6 H 0.9348 1.2613 1.4563  S3 1.345

Want to see where the charge sits? The natural (NBO) charges in e are:
1. O -1.0078
2. P 0.8810
3. S -0.3504
4. H 0.5088
5. H -0.1981
6. H 0.1664